# C2H12O5

5 unconnected molecules or ions with the total composition C2H12O5 at a distorted geometry (the ωB97M-V functional and the def2-TZVPD basis, the Open Molecules 2025 dataset).

Results
SMILES: C=CO.O.O.O.O
ΔE to the lowest compared entry with this formula, charge and spin in eV: 0.947

Geometry as XYZ:
```
19
Properties=species:S:1:pos:R:3:nbo_charge:R:1
O -0.131 0.705 -2.025 -0.966
H -0.592 0.089 -2.632 0.475
H 1.802 1.935 2.029 0.493
H -1.144 -0.912 0.739 0.203
H -0.388 1.234 0.872 0.520
H 1.563 0.112 -1.082 0.513
O -1.278 1.196 0.481 -0.738
C -3.088 -0.209 0.078 -0.548
O 1.339 1.238 1.571 -0.990
H 1.351 -2.713 1.250 0.476
H 1.842 0.478 1.266 0.513
H -3.444 0.635 -0.545 0.210
H -0.924 0.946 -1.503 0.495
O 1.085 -1.964 0.715 -0.986
H 3.023 0.383 -1.219 0.485
H -3.510 -1.173 0.319 0.214
C -1.747 -0.091 0.360 0.122
H 1.810 -1.624 0.172 0.500
O 2.431 -0.266 -0.846 -0.991
```